Entry 1:
{
  "formula": "C42H33CdN10O2S3",
  "method": "ωB97M-V/def2-TZVPD",
  "elements": ["Cd", "C", "C", "C", "C", "N", "C", "N", "C", "N", "C", "N", "C", "C", "C", "C", "C", "N", "C", "C", "C", "C", "C", "C", "H", "H", "H", "H", "H", "H", "H", "H", "H", "H", "H", "H", "C", "S", "C", "S", "N", "N", "C", "C", "C", "C", "C", "C", "N", "H", "H", "H", "H", "H", "H", "H", "H", "C", "C", "C", "C", "C", "C", "C", "S", "O", "O", "N", "C", "C", "C", "C", "C", "C", "C", "C", "N", "C", "H", "H", "H", "H", "H", "H", "H", "H", "H", "H", "H", "H", "H"],
  "positions_angstrom": [[-0.3489, -0.5942, -0.0526], [-2.0278, -3.9482, 2.3788], [-3.3149, -3.5234, 2.6917], [-3.6419, -2.1986, 2.5141], [-2.6825, -1.3049, 2.0257], [-1.4402, -1.7181, 1.7439], [-1.1339, -3.0120, 1.9030], [-3.1259, -0.0006, 1.8189], [-2.4018, 0.9957, 1.4466], [-1.0566, 1.1065, 1.1907], [-0.7684, 2.4380, 0.9109], [0.3608, 3.0231, 0.8060], [1.5606, 2.3498, 1.0594], [2.3176, 2.6042, 2.1336], [3.6804, 2.0903, 2.2142], [4.1447, 1.2051, 1.3407], [3.2056, 0.6105, 0.3396], [2.0033, 1.4410, 0.0678], [-2.0441, 3.2009, 0.8493], [-2.3162, 4.5236, 0.5616], [-3.6418, 4.9384, 0.6375], [-4.6515, 4.0507, 1.0104], [-4.3612, 2.7247, 1.3135], [-3.0438, 2.3227, 1.2188], [-1.7230, -4.9802, 2.4742], [-4.0565, -4.2251, 3.0536], [-4.6322, -1.8160, 2.7169], [-0.1331, -3.3091, 1.6056], [1.9354, 3.2688, 2.8955], [4.3255, 2.4715, 2.9976], [5.1581, 0.8276, 1.3714], [2.9007, -0.3958, 0.6355], [-1.5193, 5.2032, 0.2888], [-3.8958, 5.9658, 0.4081], [-5.6741, 4.4030, 1.0642], [-5.1274, 2.0206, 1.6103], [5.4256, 1.9334, -2.7979], [5.4344, 0.7023, -1.4745], [3.6647, 0.5696, -1.1443], [2.6952, 2.1759, -1.3926], [3.1530, -0.6322, -1.7054], [1.0579, -1.8797, -1.4255], [0.2909, -2.8050, -2.1916], [-1.0816, -2.7980, -2.1123], [-1.8811, -3.7413, -2.8610], [-3.2332, -3.6940, -2.8158], [-3.8896, -2.7207, -2.0168], [-3.0903, -1.8772, -1.2931], [-1.7483, -1.8939, -1.3058], [6.4645, 2.0612, -3.0988], [4.8453, 1.5839, -3.6480], [5.0398, 2.8819, -2.4270], [0.8222, -3.5822, -2.7272], [-1.3617, -4.4803, -3.4589], [-3.8170, -4.4073, -3.3881], [-4.9659, -2.6554, -1.9517], [-3.5425, -1.1346, -0.6402], [6.4625, -1.3413, 4.0509], [5.4645, -1.9185, 3.0811], [4.1013, -1.9109, 3.3686], [3.1785, -2.4022, 2.4610], [3.6184, -2.9101, 1.2422], [4.9687, -2.9395, 0.9448], [5.8830, -2.4413, 1.8650], [2.4182, -3.4807, 0.0591], [1.7373, -4.5756, 0.7203], [3.1299, -3.8028, -1.1643], [1.5151, -2.1748, -0.0760], [1.8804, -0.9934, -2.1961], [3.1919, -1.3572, -2.9435], [3.4345, -0.7329, -4.2615], [2.6396, 0.2052, -4.7774], [1.4442, 0.6636, -4.0861], [0.6577, 1.6942, -4.5888], [-0.4423, 2.1349, -3.8768], [-0.7371, 1.5045, -2.6793], [-0.0149, 0.4978, -2.2062], [1.0614, 0.0836, -2.8713], [5.9937, -1.1168, 5.0085], [6.8894, -0.4135, 3.6623], [7.2882, -2.0320, 4.2292], [3.7572, -1.4960, 4.3089], [2.1198, -2.3769, 2.6855], [5.2836, -3.3290, -0.0146], [6.9417, -2.4552, 1.6275], [3.5576, -2.3680, -2.8032], [4.2743, -1.1039, -4.8387], [2.8540, 0.6370, -5.7493], [0.9293, 2.1594, -5.5298], [-1.0613, 2.9469, -4.2321], [-1.5837, 1.8150, -2.0748]],
  "e_homo_ev": -3.28,
  "molar_mass_g_mol": 918.41,
  "e_tot_ha": -3680.61085,
  "orbital_gap_ev": 5.4,
  "total_charge": -1
}

Entry 2:
{
  "formula": "C42H33Cl2N2O12",
  "method": "ωB97M-V/def2-TZVPD",
  "elements": ["C", "C", "Cl", "C", "Cl", "C", "C", "N", "C", "N", "H", "H", "H", "H", "H", "H", "H", "H", "H", "C", "C", "C", "O", "C", "C", "C", "O", "H", "H", "H", "H", "C", "C", "C", "O", "C", "C", "C", "O", "H", "H", "H", "H", "C", "C", "C", "O", "C", "C", "C", "O", "H", "H", "H", "H", "C", "C", "C", "O", "C", "C", "C", "O", "H", "H", "H", "H", "C", "C", "C", "O", "C", "C", "C", "O", "H", "H", "H", "H", "C", "C", "C", "O", "C", "C", "C", "O", "H", "H", "H", "H"],
  "positions_angstrom": [[-1.9894, -3.2435, 0.1835], [-1.7404, -4.1760, -1.0716], [-3.3191, -4.9649, -1.5826], [-1.1067, -3.4621, -2.3474], [-0.1272, -1.9789, -1.9955], [-0.0960, -4.5160, -2.9801], [-0.5026, -5.8321, -3.4851], [0.7313, -6.3941, -3.9062], [1.7603, -5.5174, -3.6946], [1.3045, -4.3401, -3.1137], [-2.9585, -3.5971, 0.6531], [-2.0970, -2.1531, -0.0473], [-1.1875, -3.4703, 0.9433], [-1.0480, -5.0161, -0.7778], [-1.9012, -3.3146, -3.1278], [-1.5388, -6.2383, -3.4941], [0.7908, -7.3411, -4.2945], [2.8458, -5.6569, -3.9156], [1.8646, -3.5329, -2.8274], [2.0928, 3.6132, -2.6124], [3.0757, 3.3543, -3.4740], [3.3645, 1.9711, -3.9160], [4.2605, 1.7321, -4.6993], [2.5187, 0.8883, -3.3649], [1.5372, 1.1467, -2.5045], [1.2480, 2.5295, -2.0628], [0.3502, 2.7623, -1.2796], [1.8673, 4.6177, -2.2775], [3.7030, 4.1342, -3.8868], [2.7438, -0.1165, -3.6997], [0.9097, 0.3648, -2.0908], [-1.6341, -1.2405, -7.7819], [-0.8104, -0.9563, -6.7746], [-1.3305, -0.5584, -5.4465], [-0.5771, -0.2971, -4.5259], [-2.7988, -0.4896, -5.2798], [-3.6235, -0.7734, -6.2867], [-3.1046, -1.1716, -7.6146], [-3.8556, -1.4328, -8.5318], [-1.2725, -1.5325, -8.7600], [0.2669, -1.0017, -6.8783], [-3.1611, -0.1974, -4.3018], [-4.6968, -0.7269, -6.1823], [0.5487, -1.0337, 3.7513], [-0.6913, -0.9863, 3.2670], [-1.0764, 0.0098, 2.2411], [-2.2064, 0.0566, 1.7981], [-0.0330, 0.9474, 1.7744], [1.2075, 0.9001, 2.2580], [1.5932, -0.0945, 3.2829], [2.7264, -0.1405, 3.7246], [0.8490, -1.7540, 4.5022], [-1.4677, -1.6656, 3.5972], [-0.3338, 1.6677, 1.0228], [1.9833, 1.5794, 1.9273], [3.0364, 1.3728, 6.2145], [4.1131, 0.8482, 6.7960], [4.6308, 1.3816, 8.0768], [5.6139, 0.9048, 8.6068], [3.9040, 2.5191, 8.6858], [2.8269, 3.0432, 8.1033], [2.3106, 2.5095, 6.8238], [1.3254, 2.9857, 6.2911], [2.6440, 0.9953, 5.2765], [4.6553, 0.0160, 6.3641], [4.2952, 2.8964, 9.6217], [2.2845, 3.8750, 8.5343], [-6.9486, -4.4054, -6.3153], [-6.4553, -3.1927, -6.0687], [-6.0199, -2.8037, -4.7083], [-5.5702, -1.6957, -4.4807], [-6.1518, -3.8125, -3.6337], [-6.6450, -5.0251, -3.8796], [-7.0808, -5.4155, -5.2402], [-7.5277, -6.5203, -5.4651], [-7.2726, -4.7074, -7.3033], [-6.3513, -2.4429, -6.8438], [-5.8278, -3.5098, -2.6458], [-6.7494, -5.7750, -3.1050], [2.7860, 7.2877, 8.7079], [2.3427, 8.4101, 8.1445], [3.1152, 9.0929, 7.0817], [2.7131, 10.1167, 6.5689], [4.3978, 8.4789, 6.6689], [4.8408, 7.3564, 7.2326], [4.0683, 6.6742, 8.2949], [4.4714, 5.6486, 8.8079], [2.2350, 6.7754, 9.4867], [1.4070, 8.8718, 8.4339], [4.9490, 8.9910, 5.8903], [5.7765, 6.8944, 6.9435]],
  "e_homo_ev": -11.11,
  "molar_mass_g_mol": 828.63,
  "e_tot_ha": -3552.55864,
  "orbital_gap_ev": 7.5,
  "total_charge": 1
}